Entry 1:
Formula: C20H30N2O4
Source: the OMol25 dataset
Level of theory: ωB97M-V/def2-TZVPD

CARTESIAN COORDINATES (ANGSTROEM)
C -5.698 -3.571 0.558
C -4.600 -2.610 0.206
C -4.756 -1.252 0.390
C -3.711 -0.393 0.051
C -2.510 -0.923 -0.480
C -2.346 -2.290 -0.658
C -3.396 -3.111 -0.312
H -3.295 -4.180 -0.437
H -1.421 -2.699 -1.032
N -1.660 0.122 -0.747
C -2.288 1.289 -0.369
C -3.535 1.019 0.116
C -4.475 2.071 0.605
C -3.699 3.363 0.865
C -2.802 3.694 -0.326
H -2.359 4.685 -0.201
H -3.409 3.708 -1.233
C -1.691 2.651 -0.481
H -1.192 2.784 -1.446
H -0.936 2.794 0.301
H -4.394 4.185 1.047
H -3.080 3.240 1.756
H -4.974 1.736 1.518
H -5.253 2.251 -0.145
C -0.319 0.005 -1.234
H -0.055 0.918 -1.775
H -0.262 -0.844 -1.919
C 0.704 -0.231 -0.107
O 0.739 -1.603 0.183
H 1.556 -1.765 0.676
C 2.108 0.247 -0.517
N 3.030 -0.155 0.535
H 2.870 0.426 1.353
C 4.457 -0.207 0.244
C 4.987 1.098 -0.401
O 6.364 1.065 -0.682
H 6.824 0.867 0.153
H 4.490 1.267 -1.361
H 4.747 1.942 0.264
C 4.728 -1.413 -0.686
O 6.096 -1.671 -0.883
H 6.487 -0.867 -1.267
H 4.302 -2.313 -0.234
H 4.236 -1.248 -1.653
C 5.155 -0.437 1.606
O 6.552 -0.530 1.530
H 6.757 -1.263 0.923
H 4.946 0.409 2.269
H 4.725 -1.341 2.060
H 2.384 -0.261 -1.441
H 2.093 1.331 -0.699
H 0.384 0.331 0.788
H -5.676 -0.853 0.792
H -5.359 -4.275 1.317
H -6.569 -3.044 0.939
H -5.997 -4.146 -0.319

The value obtained for the HOMO-LUMO gap is 7.9 eV. The value obtained for the lowest unoccupied orbital energy is 0.460 eV. For the energy above the lowest of the compared OMol25 structures with the same formula, charge and spin, the calculation gives 40.18 kcal/mol. The largest force on an atom is 0.68 eV/A. As for the spin multiplicity: 1. The total energy is -32397.4857 eV. Its SMILES is Cc1ccc2c(c1)c1c(n2C[C@@H](O)CNC(CO)(CO)CO)CCCC1.



Entry 2:
Formula: C20H30N2O5S
Source: the OMol25 dataset
Level of theory: ωB97M-V/def2-TZVPD

CARTESIAN COORDINATES (ANGSTROEM)
C -7.613 -2.266 0.893
C -6.132 -2.615 0.791
C -5.225 -1.386 0.733
C -5.433 -0.546 -0.527
H -6.399 -0.042 -0.465
H -5.457 -1.196 -1.406
C -4.333 0.510 -0.713
C -3.067 -0.136 -1.302
N -1.820 0.439 -0.830
S -1.421 0.089 0.764
O -1.860 -1.244 1.048
O -1.850 1.154 1.634
C 0.358 0.125 0.650
C 0.997 -0.883 -0.045
C 2.377 -0.884 -0.176
C 3.087 0.153 0.413
C 2.433 1.166 1.121
C 1.061 1.162 1.242
H 0.523 1.923 1.785
C 3.432 2.142 1.665
H 3.394 2.170 2.754
H 3.240 3.152 1.300
C 4.777 1.595 1.155
N 4.464 0.371 0.420
C 5.397 -0.439 -0.162
O 5.104 -1.454 -0.757
C 6.833 0.025 0.001
H 6.940 1.046 -0.371
H 7.093 0.034 1.063
C 7.795 -0.906 -0.728
H 7.794 -0.731 -1.804
C 9.201 -0.772 -0.207
O 9.525 -0.203 0.801
O 10.084 -1.383 -1.005
H 10.981 -1.308 -0.643
H 7.478 -1.943 -0.580
H 5.458 1.372 1.980
H 5.269 2.311 0.490
H 2.890 -1.664 -0.713
H 0.398 -1.670 -0.474
H -1.785 1.440 -0.954
H -3.015 -1.186 -1.011
H -3.074 -0.079 -2.395
C -4.851 1.661 -1.587
C -3.863 2.810 -1.754
H -3.508 3.149 -0.782
H -3.011 2.514 -2.362
H -4.348 3.650 -2.250
H -5.122 1.268 -2.570
H -5.762 2.053 -1.128
H -4.069 0.909 0.273
H -4.186 -1.712 0.790
H -5.412 -0.760 1.609
H -5.966 -3.229 -0.098
H -5.849 -3.212 1.660
H -8.207 -3.169 1.017
H -7.791 -1.619 1.749
H -7.956 -1.755 -0.003

The value obtained for the HOMO-LUMO gap is 9.1 eV. The value obtained for the lowest unoccupied orbital energy is 0.453 eV. For the energy above the lowest of the compared OMol25 structures with the same formula, charge and spin, the calculation gives 15.31 kcal/mol. The largest force on an atom is 0.84 eV/A. As for the spin multiplicity: 1. The total energy is -45281.1015 eV. Its SMILES is CCCC[C@H](CC)CNS(=O)(=O)c1ccc2c(c1)CCN2C(=O)CCC(=O)O.



Entry 3:
Formula: C20H30N3O6SbY
Source: the OMol25 dataset
Level of theory: ωB97M-V/def2-TZVPD

CARTESIAN COORDINATES (ANGSTROEM)
Y 0.537 1.600 -0.010
O 2.938 1.990 -0.016
C 3.382 3.304 -0.420
C 2.486 4.307 0.271
N 1.071 4.099 -0.067
C 0.706 4.556 -1.430
C -0.228 3.465 -1.970
O -1.424 3.647 -2.084
O 0.377 2.311 -2.092
C 0.196 4.672 0.974
C 0.010 3.731 2.181
O -0.377 4.184 3.228
O 0.238 2.466 1.926
H 3.593 1.323 -0.245
H 4.413 3.459 -0.103
H 3.323 3.383 -1.508
H 2.595 4.177 1.349
H 2.810 5.323 0.017
H 0.215 5.528 -1.411
H 1.596 4.616 -2.054
H 0.559 5.640 1.326
H -0.797 4.833 0.549
C -4.061 2.137 -0.512
Sb -2.509 0.853 0.158
C -3.119 0.513 2.173
C -3.157 -0.970 -0.756
H -5.026 1.664 -0.342
H -3.913 2.339 -1.571
H -4.010 3.080 0.028
H -4.119 0.084 2.201
H -3.114 1.464 2.704
H -2.418 -0.153 2.672
H -4.145 -1.237 -0.384
H -2.461 -1.781 -0.543
H -3.207 -0.823 -1.834
C -0.108 -4.925 -1.268
N 0.668 -3.695 -1.330
N 0.576 -2.766 -0.315
C 1.006 -1.558 -0.790
O 1.137 -0.553 -0.020
C 1.261 -1.725 -2.166
C 1.013 -3.045 -2.461
C 1.044 -3.748 -3.770
C 0.586 -3.162 1.059
C -0.349 -2.610 1.918
C -0.326 -2.958 3.260
C 0.609 -3.870 3.726
C 1.533 -4.429 2.852
C 1.533 -4.068 1.514
H -0.269 -5.189 -0.227
H 0.448 -5.727 -1.747
H -1.073 -4.806 -1.762
H 1.586 -0.958 -2.848
H 1.408 -3.077 -4.543
H 0.046 -4.088 -4.053
H 1.697 -4.620 -3.726
H -1.084 -1.914 1.536
H -1.047 -2.525 3.940
H 0.619 -4.149 4.771
H 2.263 -5.139 3.215
H 2.263 -4.482 0.829

The value obtained for the HOMO-LUMO gap is 9.6 eV. The value obtained for the lowest unoccupied orbital energy is -2.264 eV. For the energy above the lowest of the compared OMol25 structures with the same formula, charge and spin, the calculation gives 0.39 kcal/mol. The charge is +1. The largest force on an atom is 0.79 eV/A. As for the spin multiplicity: 1. The total energy is -45561.7618 eV.



Entry 4:
Formula: C20H31BCrF4GeN3
Source: the OMol25 dataset
Level of theory: ωB97M-V/def2-TZVPD

CARTESIAN COORDINATES (ANGSTROEM)
Cr 0.721 0.417 0.123
C 1.135 0.574 3.254
N 1.345 -0.544 2.333
C 2.689 -1.095 2.470
C 0.314 -1.552 2.463
C -0.007 -2.095 3.696
C -1.050 -2.998 3.838
C -1.805 -3.322 2.717
C -1.489 -2.796 1.480
C -0.387 -1.938 1.296
N -0.016 -1.402 0.075
C -0.159 -2.111 -1.087
C -0.397 -3.505 -1.170
C -0.612 -4.143 -2.375
C -0.570 -3.439 -3.573
C -0.225 -2.096 -3.527
C 0.006 -1.442 -2.330
N 0.519 -0.087 -2.315
C 1.844 -0.039 -2.941
C -0.375 0.880 -2.943
H 1.352 0.308 4.299
H 0.097 0.896 3.183
H 1.785 1.404 2.969
H 2.869 -1.496 3.480
H 3.421 -0.315 2.269
H 2.828 -1.900 1.749
H 0.563 -1.802 4.570
H -1.287 -3.418 4.807
H -2.659 -3.982 2.816
H -2.115 -3.020 0.626
H -0.399 -4.089 -0.260
H -0.813 -5.208 -2.387
H -0.766 -3.929 -4.518
H -0.113 -1.551 -4.458
H 1.799 -0.231 -4.024
H 2.487 -0.789 -2.486
H 2.288 0.944 -2.781
H -0.499 0.697 -4.021
H 0.036 1.882 -2.808
H -1.351 0.833 -2.463
C -3.411 -0.328 -0.731
Ge -2.829 1.044 0.582
C -3.248 0.405 2.413
C -4.128 2.548 0.289
C -0.989 1.609 0.409
H -4.349 -0.790 -0.416
H -2.656 -1.109 -0.842
H -3.578 0.131 -1.708
H -4.294 0.097 2.486
H -3.080 1.208 3.135
H -2.617 -0.438 2.689
H -5.160 2.201 0.388
H -4.006 2.969 -0.712
H -3.964 3.350 1.012
H -0.787 2.207 1.313
H -0.966 2.339 -0.416
F 1.870 2.190 0.207
B 3.185 1.632 -0.001
F 3.960 1.846 1.126
F 3.743 2.175 -1.143
F 2.957 0.229 -0.186

The value obtained for the HOMO-LUMO gap (spin up / spin down) is 6.3 / 7.2 eV. The value obtained for the lowest unoccupied orbital energy (spin up / spin down) is 3.012 / 3.008 eV. As for the expectation value of S²: 6.02. The charge is -1. The largest force on an atom is 1.02 eV/A. As for the spin multiplicity: 5. The total energy is -122206.1574 eV.



Entry 5:
Formula: C20H31CrO2
Source: the OMol25 dataset
Level of theory: ωB97M-V/def2-TZVPD

CARTESIAN COORDINATES (ANGSTROEM)
O 0.573 1.808 -2.449
C 1.052 3.133 -2.857
C -0.167 3.847 -2.245
H 1.151 3.258 -3.943
H 1.989 3.424 -2.369
C -0.634 2.425 -1.889
H -0.892 4.317 -2.913
H 0.107 4.527 -1.442
C -1.890 2.090 -2.675
H -1.682 2.236 -3.734
H -2.692 2.753 -2.324
H -2.235 1.067 -2.509
C -0.787 2.161 -0.399
H 0.006 2.693 0.180
H -0.734 1.041 -0.262
H -1.785 2.526 -0.089
Cr 0.007 -0.718 2.038
C 0.804 0.878 3.668
C 1.788 -0.157 3.692
C 2.314 -0.269 2.356
H 2.093 -0.753 4.562
C 1.683 0.731 1.515
C 0.761 1.460 2.348
H 0.266 2.390 2.075
H 0.279 1.268 4.552
H 3.160 -0.905 2.070
H 1.874 0.944 0.461
C -1.214 -1.212 3.743
C -1.786 -0.002 3.188
C -2.223 -0.306 1.854
H -2.006 0.922 3.737
C -1.844 -1.652 1.537
C -1.284 -2.239 2.742
H -0.916 -3.257 2.865
H -0.758 -1.348 4.731
H -2.804 0.346 1.208
H -2.033 -2.130 0.575
O 0.395 -1.488 -0.775
C -0.574 -1.226 -1.806
C -0.042 -1.679 -3.177
H -0.749 -0.147 -1.840
H -1.512 -1.785 -1.554
C 1.094 -2.666 -2.825
H 0.364 -0.872 -3.800
H -0.865 -2.157 -3.734
C 1.270 -2.580 -1.295
H 2.051 -2.404 -3.276
H 0.747 -3.660 -3.108
H 2.322 -2.360 -1.060
H 1.011 -3.541 -0.798
C 1.085 -2.477 1.481
H 1.826 -1.981 0.827
H 0.352 -3.149 0.979
H 1.682 -3.120 2.164

The value obtained for the HOMO-LUMO gap (spin up / spin down) is 4.0 / 6.1 eV. The value obtained for the lowest unoccupied orbital energy (spin up / spin down) is 2.771 / 2.767 eV. For the energy above the lowest of the compared OMol25 structures with the same formula, charge and spin, the calculation gives 9.92 kcal/mol. As for the expectation value of S²: 6.04. The charge is -1. The largest force on an atom is 3.12 eV/A. As for the spin multiplicity: 5. The total energy is -53754.0392 eV.



Entry 6:
Formula: C20H31CsN6OS4
Source: the OMol25 dataset
Level of theory: ωB97M-V/def2-TZVPD

CARTESIAN COORDINATES (ANGSTROEM)
Cs 0.470 -0.538 1.182
C -1.135 -3.321 5.720
C -1.672 -1.894 5.755
S -1.286 -0.897 4.291
C -2.913 -0.604 3.550
C -3.601 -1.810 2.919
S -2.729 -2.467 1.469
C -2.309 -4.166 1.941
C -1.284 -4.346 3.059
S -2.065 -4.488 4.701
H -1.184 -3.738 6.728
H -0.087 -3.342 5.418
H -1.240 -1.368 6.607
H -2.754 -1.898 5.883
H -2.736 0.168 2.796
H -3.568 -0.165 4.304
H -4.596 -1.507 2.589
H -3.718 -2.617 3.639
H -1.910 -4.582 1.014
H -3.227 -4.713 2.162
H -0.583 -3.513 3.083
H -0.721 -5.265 2.890
C 0.513 4.925 -1.953
C 1.200 3.622 -1.565
N 1.161 2.607 -2.623
C 1.846 2.992 -3.859
C 0.892 3.418 -4.966
C 0.659 1.374 -2.451
S 0.816 0.189 -3.698
N 0.075 1.054 -1.269
C -1.022 1.634 -0.779
O -1.358 1.535 0.422
C -1.954 2.435 -1.659
C -2.670 3.465 -1.052
C -3.515 4.269 -1.798
C -3.674 4.031 -3.159
C -2.997 2.979 -3.758
C -2.138 2.183 -3.012
H 0.526 5.606 -1.101
H -0.524 4.758 -2.242
H 1.028 5.418 -2.779
H 0.757 3.210 -0.665
H 2.253 3.827 -1.341
H 2.452 2.152 -4.196
H 2.517 3.815 -3.605
H 0.275 2.575 -5.272
H 1.461 3.761 -5.831
H 0.239 4.226 -4.639
H -2.542 3.623 0.010
H -4.054 5.078 -1.322
H -4.335 4.656 -3.746
H -3.138 2.773 -4.811
H -1.629 1.354 -3.485
N 4.373 -2.452 -2.794
C 3.920 -1.990 -1.618
N 2.955 -1.066 -1.655
N 4.451 -2.457 -0.504
C 3.879 -2.066 0.623
N 3.411 -1.789 1.646
H 3.972 -2.149 -3.661
H 5.050 -3.193 -2.776
H 2.440 -0.719 -2.476
H 2.680 -0.648 -0.784

The value obtained for the HOMO-LUMO gap is 7.8 eV. The value obtained for the lowest unoccupied orbital energy is 0.187 eV. For the energy above the lowest of the compared OMol25 structures with the same formula, charge and spin, the calculation gives 0.00 kcal/mol. The largest force on an atom is 0.75 eV/A. As for the spin multiplicity: 1. The total energy is -76122.4644 eV.



Entry 7:
Formula: C20H31F5O8P2Pt
Source: the OMol25 dataset
Level of theory: ωB97M-V/def2-TZVPD

CARTESIAN COORDINATES (ANGSTROEM)
Pt -0.213 0.277 0.062
C 4.404 1.355 -0.023
C 4.608 0.571 1.253
C 5.878 -0.244 1.289
O 3.448 -0.334 1.500
P 2.658 -1.195 0.493
O 1.654 -0.471 -0.374
C 1.776 -2.350 1.558
P 0.619 -1.529 2.663
O -0.031 -0.341 1.980
O 1.389 -0.963 3.875
C 1.919 -1.777 5.004
C 1.044 -1.524 6.204
C 3.357 -1.358 5.189
O -0.331 -2.657 3.150
C -1.800 -2.766 3.136
C -2.435 -1.572 3.814
C -2.260 -2.991 1.715
O 3.669 -1.979 -0.381
C 3.463 -2.396 -1.794
C 4.807 -2.892 -2.266
C 2.372 -3.439 -1.863
H 5.223 2.065 -0.133
H 3.469 1.913 -0.003
H 4.414 0.701 -0.898
H 4.554 1.231 2.116
H 5.922 -0.946 0.457
H 5.964 -0.793 2.225
H 6.731 0.431 1.215
H 2.480 -2.949 2.140
H 1.217 -3.021 0.900
H 1.859 -2.826 4.703
H 1.025 -0.460 6.440
H 1.446 -2.060 7.064
H 0.026 -1.873 6.036
H 3.412 -0.332 5.555
H 3.909 -1.426 4.251
H 3.835 -2.011 5.919
H -1.972 -3.665 3.726
H -2.240 -0.655 3.252
H -2.059 -1.443 4.828
H -3.512 -1.731 3.877
H -2.067 -2.103 1.110
H -3.330 -3.204 1.704
H -1.746 -3.839 1.264
H 3.171 -1.493 -2.331
H 5.119 -3.763 -1.689
H 5.566 -2.116 -2.174
H 4.737 -3.179 -3.314
H 2.641 -4.316 -1.272
H 2.246 -3.756 -2.898
H 1.414 -3.042 -1.523
O -2.251 1.911 -1.052
C -1.313 1.778 -1.946
O -0.276 1.139 -1.762
H -1.505 2.293 -2.886
F -3.090 -0.792 -0.730
C -3.205 0.186 0.115
C -2.025 1.104 0.237
C -2.206 2.146 1.294
F -1.186 2.910 1.526
C -3.370 2.339 1.958
F -3.543 3.280 2.856
C -4.445 1.462 1.682
F -5.543 1.639 2.317
C -4.373 0.385 0.767
F -5.428 -0.383 0.610

The value obtained for the HOMO-LUMO gap is 7.1 eV. The value obtained for the lowest unoccupied orbital energy is -8.819 eV. For the energy above the lowest of the compared OMol25 structures with the same formula, charge and spin, the calculation gives 17.42 kcal/mol. The charge is +2. The largest force on an atom is 1.04 eV/A. As for the spin multiplicity: 1. The total energy is -73023.2103 eV.



Entry 8:
Formula: C20H31IrN5OSSi
Source: the OMol25 dataset
Level of theory: ωB97M-V/def2-TZVPD

CARTESIAN COORDINATES (ANGSTROEM)
Ir -0.379 -0.446 -0.488
C -2.023 1.977 0.619
C -0.509 2.264 0.684
N 0.217 1.589 -0.403
C 0.006 2.286 -1.701
C -0.106 1.335 -2.888
N -0.919 0.149 -2.584
C -2.380 0.260 -2.653
C -2.960 1.094 -1.510
N -2.346 0.790 -0.200
H -2.564 2.843 0.231
H -2.378 1.804 1.635
H -0.118 1.885 1.624
H -0.335 3.346 0.656
H 1.217 1.536 -0.218
H 0.826 2.981 -1.887
H -0.901 2.884 -1.606
H 0.895 0.978 -3.125
H -0.497 1.888 -3.753
H -0.622 -0.624 -3.168
H -2.761 -0.760 -2.597
H -2.713 0.693 -3.605
H -4.041 0.932 -1.479
H -2.821 2.155 -1.720
H -2.944 0.178 0.340
S -1.111 -2.625 -0.924
C 0.315 -3.523 -0.968
N 1.286 -4.153 -1.009
C 1.736 -0.013 2.391
Si 0.212 -0.943 1.727
C 0.537 -2.730 2.236
C -1.251 -0.405 2.835
C -1.169 0.579 3.821
C -2.296 1.023 4.507
C -3.541 0.476 4.229
C -3.647 -0.528 3.272
C -2.517 -0.955 2.589
H 1.921 -0.260 3.441
H 1.692 1.076 2.312
H 2.617 -0.329 1.824
H 0.752 -2.770 3.308
H 1.378 -3.173 1.699
H -0.335 -3.359 2.041
H -0.206 1.019 4.059
H -2.201 1.794 5.263
H -4.419 0.817 4.762
H -4.611 -0.978 3.066
H -2.612 -1.740 1.840
O 2.745 1.031 -1.401
N 3.393 0.015 -1.872
C 4.392 0.213 -2.760
C 5.092 -0.850 -3.287
C 4.771 -2.144 -2.913
C 3.741 -2.333 -2.005
C 3.068 -1.244 -1.494
H 4.577 1.249 -2.993
H 5.885 -0.648 -3.993
H 5.308 -2.987 -3.324
H 3.413 -3.313 -1.686
H 2.240 -1.302 -0.797

The value obtained for the HOMO-LUMO gap (spin up / spin down) is 7.3 / 7.4 eV. The value obtained for the lowest unoccupied orbital energy (spin up / spin down) is 0.181 / 0.177 eV. For the energy above the lowest of the compared OMol25 structures with the same formula, charge and spin, the calculation gives 0.00 kcal/mol. As for the expectation value of S²: 0.75. The largest force on an atom is 0.17 eV/A. As for the spin multiplicity: 2. The total energy is -52292.6020 eV.